Entry 1:
# C41H50B4O5S

A cluster of 7 separate species, C41H50B4O5S in total (ωB97M-V with the def2-TZVPD basis set, OMol25).

Geometry as ORCA input:
```
! wB97M-V def2-TZVPD RIJCOSX def2/J DEFGRID3
* xyz 0 1
C -4.10998 0.70051 0.51405
C -3.14326 1.65391 -0.25155
O -3.00553 1.33858 -1.63107
B -2.58903 0.00868 -1.82610
O -3.56888 -0.98042 -2.10130
B -0.95292 -0.43573 -1.78571
O 0.02299 0.49138 -2.21520
B 1.31135 -0.06900 -2.12084
O 1.69277 -1.03493 -1.17440
B 0.61362 -1.74725 -0.63044
C 0.64079 -2.60718 0.70545
S 2.26521 -2.72727 1.54200
C 2.95928 -1.05337 1.74794
C 2.29054 -0.18848 2.86886
O -0.61500 -1.73412 -1.35738
H -4.89191 0.29544 -0.13393
H -4.60327 1.30335 1.29122
H -3.53322 -0.07061 1.03811
H -2.16973 1.64259 0.27006
H -3.53414 2.67392 -0.16933
H -3.18952 -1.46148 -2.83669
H 2.15604 0.32476 -2.85774
H -0.17826 -2.29105 1.37222
H 0.38117 -3.63895 0.41464
H 4.00522 -1.20087 2.04613
H 2.98765 -0.45106 0.83457
H 1.31215 -0.54851 3.19357
H 2.21254 0.84114 2.48907
H 2.98655 -0.12629 3.71504
C 7.18419 1.46302 1.63145
C 6.16223 0.98658 0.82042
C 5.18071 1.85417 0.35621
C 5.22644 3.20056 0.69607
C 6.25047 3.67762 1.50471
C 7.22693 2.80864 1.97572
H 7.94712 0.78638 1.99534
H 6.12983 -0.06177 0.54969
H 4.38052 1.48082 -0.27154
H 4.46437 3.87788 0.33071
H 6.28683 4.72742 1.76820
H 8.02191 3.18001 2.61003
C -3.22832 0.36960 -8.32843
C -2.17986 0.95147 -7.62690
C -2.21990 1.01042 -6.23967
C -3.30532 0.47909 -5.55402
C -4.35218 -0.10591 -6.25482
C -4.31577 -0.15722 -7.64248
H -3.19830 0.32659 -9.40987
H -1.33157 1.35990 -8.16167
H -1.40594 1.46973 -5.69240
H -3.33590 0.52174 -4.47253
H -5.19682 -0.52100 -5.71895
H -5.13396 -0.60841 -8.18935
C 6.69876 6.88834 -0.51905
C 5.67698 6.41172 -1.33049
C 4.69577 7.27884 -1.79436
C 4.74148 8.62514 -1.45374
C 5.76515 9.10231 -0.64512
C 6.74172 8.23359 -0.17437
H 7.46175 6.21131 -0.15526
H 5.64533 5.36345 -1.60095
H 3.89598 6.90603 -2.42185
H 3.97932 9.30191 -1.81885
H 5.80149 10.15179 -0.38111
H 7.53670 8.60487 0.46004
C -8.03233 2.12945 4.74813
C -8.73928 1.44559 3.76713
C -8.47204 1.68246 2.42478
C -7.49107 2.59745 2.06348
C -6.78164 3.27883 3.04451
C -7.05473 3.04797 4.38685
H -8.24307 1.94675 5.79425
H -9.49941 0.72794 4.04902
H -9.02721 1.15380 1.66030
H -7.27939 2.77894 1.01697
H -6.01579 3.99094 2.76255
H -6.50537 3.58286 5.15123
C -5.21902 -5.21259 -1.35266
C -4.46354 -4.07780 -1.08464
C -3.07658 -4.15536 -1.05811
C -2.44563 -5.36796 -1.31011
C -3.20082 -6.50228 -1.58130
C -4.58760 -6.42577 -1.59853
H -6.30001 -5.15179 -1.37059
H -4.95483 -3.13153 -0.89680
H -2.49050 -3.27090 -0.84482
H -1.36398 -5.42861 -1.29516
H -2.70824 -7.44629 -1.77884
H -5.17625 -7.31073 -1.80516
C 4.94914 -6.39524 5.37743
C 4.29638 -5.34867 4.73813
C 3.30651 -5.61465 3.80046
C 2.96356 -6.92928 3.50894
C 3.61374 -7.97608 4.15051
C 4.60923 -7.70950 5.08193
H 5.72273 -6.18707 6.10604
H 4.55971 -4.32410 4.97047
H 2.80271 -4.79782 3.29806
H 2.18899 -7.13748 2.78135
H 3.34485 -9.00037 3.92399
H 5.11938 -8.52547 5.57819
*
```

Kohn-Sham gap in hartree: 0.319
HOMO level in eV: -8.712
Electronic energy in eV: -67114.3050
SMILES: CCOB(O)B1OBOB(CSCC)O1.c1ccccc1.c1ccccc1.c1ccccc1.c1ccccc1.c1ccccc1.c1ccccc1
LUMO energy in eV: -0.03

=====

Entry 2:
# C41H50BCl2FN3O3Sc

A structure of composition C41H50BCl2FN3O3Sc (ωB97M-V with the def2-TZVPD basis set, OMol25).

Geometry as ORCA input:
```
! wB97M-V def2-TZVPD RIJCOSX def2/J DEFGRID3
* xyz 0 1
Sc -0.53759 0.63872 0.46785
C 4.81791 -0.67248 5.19835
C 3.70391 0.18402 5.81895
C 3.31231 -0.46918 7.15055
C 2.19951 0.31532 7.81545
C 1.03921 0.44252 6.87425
C -0.25349 0.60952 7.39665
C -1.33759 0.75782 6.54155
F -2.56419 0.91232 7.05785
C -1.16389 0.75932 5.16935
C 0.12691 0.61702 4.64265
C 0.30521 0.67582 3.16785
O -0.69339 0.63872 2.45965
C 1.68721 0.82472 2.67675
C 2.67491 0.63692 3.56425
N 2.54021 0.31242 4.91065
C 1.25151 0.45272 5.48065
C 2.04791 1.22302 1.25155
O 2.99381 2.06852 1.16415
O 1.44331 0.63872 0.31205
H 5.61771 -0.85838 5.92395
H 5.28201 -0.17878 4.33965
H 4.43261 -1.64168 4.86165
H 4.10351 1.18772 6.01665
H 4.17681 -0.51228 7.82395
H 2.98501 -1.50448 6.98165
H 2.54631 1.31722 8.09525
H 1.89481 -0.20308 8.73215
H -0.42579 0.62542 8.46845
H -2.01969 0.88862 4.51385
H 3.70121 0.76442 3.22745
Cl -1.99209 -4.24798 0.46725
C -2.96969 -2.77578 0.46715
Cl -1.94939 -1.33288 0.46785
H -3.59909 -2.76678 1.36045
H -3.59839 -2.76638 -0.42655
C 0.16051 -3.59918 -1.11895
C 0.53761 -2.16208 -0.72355
C 0.77121 -2.06618 0.79455
C 1.76821 -1.66658 -1.50545
C 2.94391 -2.41888 -1.30205
C 4.11181 -2.14278 -1.97855
C 4.16121 -1.09828 -2.87655
C 3.03991 -0.28368 -3.12695
C 3.25521 0.88152 -4.10005
C 4.38271 1.81162 -3.62345
C 3.55121 0.35842 -5.51615
C 1.79531 -0.55678 -2.44545
N 0.60951 0.22132 -2.74485
B -0.53759 0.63872 -1.86365
N -1.67839 1.14282 -2.70615
C -1.13539 1.12122 -4.01115
C 0.14661 0.58712 -4.03745
C -3.05509 0.92602 -2.35645
C -3.69509 1.66332 -1.28335
C -5.01219 1.29572 -0.92295
C -5.72099 0.32242 -1.59485
C -5.14699 -0.34878 -2.64775
C -3.82119 -0.10178 -3.04485
C -3.30129 -1.00258 -4.18635
C -3.41409 -2.49958 -3.85575
C -4.03279 -0.67708 -5.49865
C -3.14049 2.86692 -0.47165
C -1.73759 3.39212 -0.80635
C -4.08969 4.08252 -0.62355
H -0.75379 -3.91638 -0.57165
H 0.96651 -4.32318 -0.88165
H -0.05599 -3.64688 -2.20755
H -0.36249 -1.58998 -0.94065
H 1.60281 -2.72078 1.12695
H -0.14489 -2.37308 1.34335
H 1.01971 -1.02408 1.08125
H 2.96251 -3.25608 -0.61775
H 4.99201 -2.74898 -1.80425
H 5.10421 -0.92368 -3.37545
H 2.37371 1.53492 -4.15095
H 5.36331 1.29452 -3.58485
H 4.14611 2.20562 -2.61245
H 4.48281 2.67172 -4.31935
H 4.48281 -0.24498 -5.54115
H 3.66721 1.20762 -6.22215
H 2.71651 -0.27968 -5.87515
H -1.68969 1.39672 -4.89865
H 0.67931 0.41252 -4.95925
H -5.52849 1.78322 -0.10785
H -6.73529 0.08742 -1.29595
H -5.74969 -1.10088 -3.14005
H -2.23629 -0.87778 -4.38055
H -4.46509 -2.82378 -3.71955
H -2.83979 -2.72768 -2.93325
H -2.98539 -3.10088 -4.68765
H -5.12309 -0.86918 -5.41815
H -3.62989 -1.29428 -6.33025
H -3.88109 0.39222 -5.76125
H -3.13389 2.58022 0.60415
H -1.65529 3.66522 -1.87995
H -0.95429 2.69292 -0.50315
H -1.51689 4.29852 -0.20225
H -4.13359 4.41002 -1.68405
H -3.73799 4.93182 0.00105
H -5.12199 3.87612 -0.28145
H -1.62079 2.15142 0.46785
*
```

Kohn-Sham gap in hartree: 0.217
HOMO level in eV: -6.585
Electronic energy in eV: -103076.9584
LUMO energy in eV: -0.67

=====

Entry 3:
# C41H50Br2F10N3O24Si

A cluster of 9 separate species, C41H50Br2F10N3O24Si in total (ωB97M-V with the def2-TZVPD basis set, OMol25).

Geometry as ORCA input:
```
! wB97M-V def2-TZVPD RIJCOSX def2/J DEFGRID3
* xyz 1 1
C 8.98784 -1.30211 3.09078
C 8.35326 -0.54142 1.91450
Br 7.94670 1.27489 2.60024
C 6.99299 -1.11507 1.46274
Br 6.51559 -0.13461 -0.18234
C 7.03464 -2.59784 1.08220
C 7.14924 -3.64311 2.21299
N 6.23225 -4.76514 1.82685
C 5.23289 -4.14445 1.09480
N 4.03124 -4.60121 0.88999
C 2.96121 -3.91197 0.13101
F 3.41765 -3.45680 -1.03839
F 2.06871 -4.88412 -0.15988
C 2.33604 -2.78451 0.98050
C 2.49122 -1.38053 0.37393
Si 1.45412 -0.20496 1.47872
C 1.67868 1.55476 0.84621
C 2.03401 -0.39712 3.27319
C -0.31582 -0.83988 1.38279
C -0.80003 -1.40681 0.22462
C -2.07941 -1.90773 0.12672
C -2.88086 -1.82971 1.24559
C -2.42103 -1.26702 2.39967
C -1.14314 -0.76369 2.49133
N 5.61799 -2.91993 0.59701
H 9.65617 -2.06659 2.67964
H 9.50010 -0.63690 3.78009
H 8.21258 -1.82286 3.66008
H 9.02718 -0.39267 1.07377
H 6.26419 -0.86987 2.24149
H 7.63876 -2.78161 0.19275
H 6.88691 -3.31250 3.21178
H 8.14219 -4.08366 2.09824
H 5.72996 -5.04496 2.67427
H 3.77791 -5.49575 1.29779
H 1.27642 -3.03711 1.10253
H 2.74778 -2.76259 1.99653
H 2.10400 -1.28676 -0.64335
H 3.51295 -0.98540 0.40174
H 2.36178 2.07894 1.52609
H 0.74447 2.11189 0.76383
H 2.17638 1.55339 -0.13078
H 1.44802 -1.21987 3.70191
H 1.75938 0.50204 3.83284
H 3.11216 -0.59025 3.27238
H -0.16339 -1.48767 -0.65669
H -2.39562 -2.34932 -0.80571
H -3.88673 -2.23408 1.18118
H -3.04417 -1.22095 3.28755
H -0.78796 -0.31641 3.41418
H 5.05320 -2.30467 1.20085
C -0.08905 -4.24861 -2.86076
C -0.59579 -4.68996 -4.20851
O -1.89862 -5.16394 -3.91168
C -2.32788 -4.46041 -2.82848
O -3.45617 -4.40146 -2.46797
O -1.29631 -3.82422 -2.21639
F 0.14114 -5.71323 -4.70586
H 0.35686 -5.06873 -2.29581
H 0.62856 -3.43356 -2.92570
H -0.66018 -3.89256 -4.94825
C -6.63878 -5.63640 -2.33414
C -7.15460 -6.07543 -3.68043
O -8.45192 -6.54673 -3.37720
C -8.87914 -5.84262 -2.28323
O -10.00214 -5.78711 -1.91811
O -7.83740 -5.21077 -1.68041
F -6.42019 -7.09910 -4.18837
H -6.19162 -6.46003 -1.77527
H -5.91909 -4.82511 -2.40339
H -7.22125 -5.27674 -4.42226
C -5.33132 2.81246 2.61265
C -3.89146 3.15057 2.32151
O -3.21969 2.65041 3.46498
C -3.96386 1.60417 3.92644
O -3.56978 0.79222 4.69564
O -5.20234 1.60886 3.37908
F -3.69893 4.48810 2.24455
H -5.82003 3.57894 3.21538
H -5.91669 2.64321 1.71253
H -3.48794 2.67498 1.42521
C -3.49526 -4.21511 -6.88781
C -4.04520 -3.44668 -8.06331
O -3.64178 -2.11630 -7.77765
C -2.49705 -2.20140 -7.04872
O -1.74599 -1.30536 -6.85752
O -2.31899 -3.46196 -6.56693
F -5.39570 -3.49974 -8.10289
H -4.17507 -4.20894 -6.03456
H -3.24661 -5.24470 -7.13289
H -3.64192 -3.74869 -9.03146
C 4.46348 -4.08659 6.79427
C 5.20338 -3.45261 5.64531
O 4.23478 -3.45164 4.60929
C 3.00351 -3.37790 5.23509
O 1.99384 -3.09616 4.69142
O 3.11940 -3.66432 6.54876
F 6.26422 -4.21107 5.24690
H 4.51382 -5.17638 6.76652
H 4.81234 -3.74095 7.76384
H 5.53880 -2.43066 5.83161
C 1.61870 2.13916 -4.18955
C 2.70569 3.10680 -3.79249
O 2.02336 4.00188 -2.93486
C 1.00602 3.29641 -2.35912
O 0.39975 3.64846 -1.40589
O 0.78800 2.13082 -3.02461
F 3.17942 3.79105 -4.85945
H 1.04363 2.49520 -5.04529
H 1.99743 1.14322 -4.40725
H 3.54126 2.65330 -3.25447
C -2.94980 8.37295 -0.13359
C -3.01100 7.43103 1.04028
O -4.35320 6.97822 1.00541
C -4.74446 7.02779 -0.30228
O -5.70418 6.47925 -0.73284
O -3.89029 7.77624 -1.03839
F -2.79598 8.08067 2.21261
H -3.27831 9.37224 0.12264
H -1.96088 8.43126 -0.57900
H -2.33670 6.57502 0.97231
C -4.68588 13.00594 0.70143
C -3.74818 14.02327 0.10121
O -2.51591 13.32220 0.06615
C -2.82154 12.00179 -0.05676
O -2.05131 11.15754 -0.37594
O -4.12880 11.77541 0.22783
F -3.61597 15.10975 0.89668
H -4.66431 13.01982 1.79191
H -5.71280 13.12600 0.36562
H -4.01277 14.34353 -0.90808
*
```

Kohn-Sham gap in hartree: 0.294
HOMO level in eV: -11.057
Electronic energy in eV: -272071.4758
LUMO energy in eV: -3.05

=====

Entry 4:
# C41H52BrMgN9O4SSb2

A structure of composition C41H52BrMgN9O4SSb2 (ωB97M-V with the def2-TZVPD basis set, OMol25).

Geometry as ORCA input:
```
! wB97M-V def2-TZVPD RIJCOSX def2/J DEFGRID3
* xyz 2 1
Mg 0.26256 0.06382 0.17078
C 2.02951 2.22318 1.03845
N 2.26305 0.78363 0.81716
C 2.73264 0.01519 1.97705
C 1.66800 -0.90480 2.49087
N 0.57649 -1.20893 1.82746
C -0.11616 -2.11855 2.62599
C -1.33530 -2.75839 2.41592
C -1.77899 -3.61824 3.40090
C -1.03412 -3.84112 4.56907
C 0.17568 -3.21233 4.78859
C 0.61343 -2.34957 3.79189
N 1.74745 -1.55479 3.67007
C 0.60901 2.62660 0.59437
N -0.30182 1.80204 1.38100
C -1.45986 2.29937 1.79444
C -2.36083 1.47057 2.52849
C -3.60160 1.91632 2.86288
C -4.02236 3.21438 2.47669
C -3.18414 4.05249 1.78738
C -1.88826 3.63099 1.46048
N -1.02116 4.41167 0.77309
H 2.77567 2.82516 0.51440
H 2.09965 2.44277 2.10494
H 2.93706 0.64561 0.06988
H 3.08571 0.66642 2.78086
H 3.57583 -0.60490 1.66645
H -1.91289 -2.58731 1.51670
H -2.72033 -4.13516 3.27413
H -1.41811 -4.52288 5.31490
H 0.74616 -3.38667 5.69034
H 2.50366 -1.48519 4.33068
H -2.01308 0.48209 2.80613
H -4.27738 1.28590 3.42430
H -5.01481 3.55212 2.74131
H -3.50774 5.04635 1.50471
H -1.29352 5.35749 0.55308
C -4.09186 -0.97708 0.67632
Sb -2.61260 -0.45805 -0.78039
C -3.39114 1.45066 -1.31716
C -3.44821 -1.73049 -2.33899
C -4.56835 -1.04726 -3.06607
C -5.79156 -0.88220 -2.41697
C -6.83253 -0.17784 -2.99834
C -6.66017 0.37404 -4.25818
C -5.46932 0.16814 -4.93476
C -4.41776 -0.55377 -4.37040
C -3.21879 -0.86492 -5.21808
Sb -1.29585 -0.08415 -4.61800
C -0.67509 0.49344 -6.57795
C -0.24859 -1.96709 -4.64015
H -5.01537 -0.44308 0.45986
H -3.75825 -0.71672 1.67700
H -4.28424 -2.04916 0.63495
H -4.41871 1.33969 -1.66055
H -2.79486 1.89953 -2.11014
H -3.36851 2.08826 -0.43203
H -3.81210 -2.59660 -1.78264
H -2.66091 -2.08820 -2.99901
H -5.93349 -1.32746 -1.43942
H -7.77336 -0.07088 -2.47520
H -7.45948 0.93079 -4.72821
H -5.35923 0.54994 -5.94272
H -3.38441 -0.48919 -6.22791
H -3.08377 -1.94544 -5.30673
H -0.85523 -0.31993 -7.27945
H 0.38658 0.73682 -6.57601
H -1.23470 1.37118 -6.89766
H 0.72874 -1.82713 -5.10160
H -0.80209 -2.69373 -5.23383
H -0.11640 -2.35939 -3.62970
C 7.41734 -3.32308 0.16398
C 6.74558 -1.99928 -0.16134
S 5.01812 -2.13085 -0.53960
O 4.50178 -0.78920 -0.74635
O 4.35329 -2.93822 0.46054
C 4.97246 -3.01055 -2.09222
C 3.56789 -3.44782 -2.49643
N 2.59195 -2.35749 -2.42491
C 1.65855 -2.23443 -1.45266
N 1.09449 -1.03040 -1.48613
C 1.69171 -0.34420 -2.50625
C 2.60352 -1.14987 -3.09284
N 3.38277 -0.85171 -4.25558
O 4.11067 -1.72532 -4.69227
O 3.23483 0.25177 -4.73138
C 1.27024 -3.33948 -0.53806
H 8.42976 -3.12860 0.51311
H 7.49482 -3.96882 -0.70963
H 6.87842 -3.85215 0.94769
H 7.20298 -1.47220 -1.00033
H 6.75099 -1.31515 0.69124
H 5.58971 -3.89956 -1.96032
H 5.43096 -2.36858 -2.84289
H 3.21373 -4.22839 -1.82824
H 3.60101 -3.84017 -3.50936
H 1.43233 0.66025 -2.78114
H 1.05547 -4.24460 -1.10727
H 0.36928 -3.05582 -0.00096
H 2.05744 -3.55184 0.18638
Br -0.41154 4.54522 -3.85110
C 0.20569 4.08404 -2.15754
C 0.94922 5.05965 -1.43160
C 1.14024 5.03863 -0.10084
C 0.40163 4.12352 0.83121
N 0.37232 2.06837 -0.73753
C 0.05274 2.70507 -1.81214
H 1.37960 5.86835 -2.01063
H 1.77118 5.79580 0.34609
H 0.76690 4.31195 1.84988
H -0.29994 2.07750 -2.63110
*
```

Kohn-Sham gap (alpha / beta) in hartree: 0.199 / 0.213
HOMO level (alpha / beta) in eV: -12.112 / -12.112
Energy relative to the best compared isomer or geometry (same formula, charge and spin) in kJ/mol: 287.87
Electronic energy in eV: -164346.5891
LUMO energy (alpha / beta) in eV: -6.69 / -6.31